# 1
24
Properties=species:S:1:pos:R:3:lowdin_charge:R:1 method="wB97M-V/def2-TZVPD" orbital_gap_ev="7.518 / 7.524" de_lowest_kj_mol=701.5 homo_energy_ev="-7.4 / -7.4"
C -0.959 -1.129 0.479 -0.21
C -0.294 -3.211 -3.051 -0.18
C 1.542 1.268 1.720 -0.07
C 0.780 2.549 1.395 -0.19
C 0.537 1.403 0.508 -0.57
C 0.866 1.473 -1.044 -0.07
C -1.479 1.204 2.327 -0.43
N -1.421 -3.642 -3.002 0.05
S -1.231 0.754 0.782 0.97
H -1.841 -1.593 0.788 0.01
H -0.110 -1.468 1.002 0.03
H 1.386 -4.214 -3.687 0.03
H 2.650 1.188 1.605 0.11
H 1.135 0.650 2.469 0.06
H 0.020 2.682 2.128 0.05
H 1.234 3.519 1.093 0.13
H 1.969 1.261 -1.211 0.09
H 0.578 2.481 -1.607 0.12
H 0.239 0.745 -1.431 -0.01
H 0.406 -2.428 -2.797 -0.01
H -1.005 0.835 3.125 -0.03
H -2.461 1.632 2.368 -0.01
H -1.710 -4.584 -3.361 0.10
H -0.832 -1.375 -0.599 0.03



# 2
23
Properties=species:S:1:pos:R:3:lowdin_charge:R:1 method="wB97M-V/def2-TZVPD" orbital_gap_ev=8.494 de_lowest_kj_mol=386.8 homo_energy_ev=-7.8
C 2.476 0.256 -1.033 -0.11
C 1.637 0.052 0.244 -0.32
C 0.446 -0.724 -0.230 -0.02
C -0.521 -1.007 2.207 -0.02
C -0.676 0.069 -0.811 -0.48
C -0.878 1.550 -0.467 -0.08
C -2.011 -0.687 -0.833 -0.09
H 2.616 -0.693 -1.560 0.08
H 3.458 0.659 -0.779 0.07
H 1.986 0.957 -1.717 0.07
H 2.229 -0.547 0.949 0.11
H 1.456 1.033 0.711 0.10
H -0.185 -1.370 1.221 -0.02
H 0.257 -1.273 2.924 0.04
H -0.685 0.074 2.227 0.04
H -1.451 -1.530 2.427 0.04
H -0.275 0.011 -1.846 0.15
H -1.630 1.998 -1.127 0.08
H -1.234 1.669 0.563 0.07
H 0.043 2.130 -0.575 0.07
H -2.706 -0.244 -1.556 0.07
H -1.857 -1.738 -1.089 0.08
H -2.494 -0.646 0.151 0.07



# 3
23
Properties=species:S:1:pos:R:3:lowdin_charge:R:1 method="wB97M-V/def2-TZVPD" orbital_gap_ev=11.866 de_lowest_kj_mol=9.5 homo_energy_ev=-10.7 smiles=CC[C@@H](C)C(C)C
C 2.294 0.163 -0.925 -0.11
C 1.624 0.044 0.442 -0.25
C 0.237 -0.624 0.432 -0.38
C -0.310 -0.672 1.862 -0.07
C -0.721 -0.005 -0.614 -0.41
C -0.908 1.518 -0.514 -0.07
C -2.084 -0.697 -0.645 -0.09
H 2.344 -0.813 -1.422 0.08
H 3.317 0.543 -0.831 0.07
H 1.750 0.847 -1.587 0.07
H 2.270 -0.541 1.111 0.11
H 1.555 1.040 0.901 0.10
H 0.390 -1.669 0.112 0.14
H 0.426 -1.163 2.510 0.08
H -0.492 0.330 2.272 0.09
H -1.243 -1.240 1.933 0.07
H -0.250 -0.201 -1.584 0.12
H -0.999 1.952 -1.519 0.08
H -1.812 1.773 0.049 0.08
H -0.072 2.020 -0.017 0.07
H -2.715 -0.275 -1.437 0.08
H -1.987 -1.774 -0.833 0.08
H -2.614 -0.554 0.304 0.07



Copy entry 2 word for word.
23
Properties=species:S:1:pos:R:3:lowdin_charge:R:1 method="wB97M-V/def2-TZVPD" orbital_gap_ev=8.494 de_lowest_kj_mol=386.8 homo_energy_ev=-7.8
C 2.476 0.256 -1.033 -0.11
C 1.637 0.052 0.244 -0.32
C 0.446 -0.724 -0.230 -0.02
C -0.521 -1.007 2.207 -0.02
C -0.676 0.069 -0.811 -0.48
C -0.878 1.550 -0.467 -0.08
C -2.011 -0.687 -0.833 -0.09
H 2.616 -0.693 -1.560 0.08
H 3.458 0.659 -0.779 0.07
H 1.986 0.957 -1.717 0.07
H 2.229 -0.547 0.949 0.11
H 1.456 1.033 0.711 0.10
H -0.185 -1.370 1.221 -0.02
H 0.257 -1.273 2.924 0.04
H -0.685 0.074 2.227 0.04
H -1.451 -1.530 2.427 0.04
H -0.275 0.011 -1.846 0.15
H -1.630 1.998 -1.127 0.08
H -1.234 1.669 0.563 0.07
H 0.043 2.130 -0.575 0.07
H -2.706 -0.244 -1.556 0.07
H -1.857 -1.738 -1.089 0.08
H -2.494 -0.646 0.151 0.07